(A)
Computed, not measured: an isolated molecule of C5H7NS2, with the ωB97M-V functional and the def2-TZVPD basis.

```
15
C5H7NS2 (the ωB97M-V functional and the def2-TZVPD basis)
C 0.9121 0.6792 -0.0955
C -0.0682 2.8695 0.3904
C 0.2471 -0.6723 -0.3298
C 0.4182 -1.4923 1.0141
C -1.1997 -0.4666 -0.8862
N 0.2886 1.7927 0.0671
S -0.6992 4.2629 0.6563
S 1.2068 -1.4966 -1.6303
H 1.9938 0.7675 -0.2036
H -0.5562 -2.0207 1.3267
H 0.8059 -0.7901 1.8390
H 1.3449 -2.2538 1.0070
H -1.1890 0.2506 -1.7526
H -1.9388 0.0125 -0.2672
H -1.5662 -1.4424 -1.1355
```

As for the frontier orbital gap (spin up / spin down): 8.37 / 5.37 eV. As for the lowest unoccupied orbital energy (spin up / spin down): -0.9 / -2.1 eV.

Atom charges from the natural (NBO) analysis, given in e for atoms 1 to 6: 0.058, 0.208, -0.265, -0.639, -0.623, -0.433

(B)
Computed, not measured: C5H7NS2 as an isolated structure, with the ωB97M-V functional and the def2-TZVPD basis.

```
15
C5H7NS2 (the ωB97M-V functional and the def2-TZVPD basis)
C -0.6518 -1.3923 1.3700
C -0.3330 0.0957 0.8342
C -0.4477 0.6144 -1.5404
C 1.1427 0.7066 -1.2258
C 1.1083 0.1897 0.1975
H -1.5683 -1.0835 2.0211
H 0.1207 -1.5705 2.1680
H -0.8682 -1.9588 0.4675
H -0.0845 0.6951 1.8143
H -2.1688 0.2258 -0.1201
H 1.2138 1.8908 -1.3372
H 2.0862 0.4773 -2.1899
N -1.0872 0.7914 -0.2550
S -1.0192 0.5780 -3.1617
S 2.5572 -0.2598 0.9577
```

As for the frontier orbital gap: 7.78 eV. As for the lowest unoccupied orbital energy: -0.8 eV.

Atom charges from the natural (NBO) analysis, given in e for atoms 1 to 6: -0.628, -0.132, 0.124, -0.597, -0.041, 0.215

Which of them is most stable? Easy: (A).

(A)
Computed, not measured: an isolated molecule of C5H12S2, with the ωB97M-V functional and the def2-TZVPD basis.

```
19
C5H12S2 (the ωB97M-V functional and the def2-TZVPD basis)
C -2.1108 0.9886 0.8661
C -1.6752 -0.1612 1.7240
C -1.0015 1.9644 0.4475
S -0.2660 1.5879 -1.1280
S 1.1600 0.3470 -0.2821
C 1.7759 -0.7405 -1.6540
C 2.4609 -1.9592 -1.0782
H -3.0405 1.4739 1.2526
H -2.3301 0.6100 -0.1234
H -2.3248 -0.5603 2.5573
H -0.7624 0.3702 2.2659
H -1.3933 -1.0041 1.0753
H -1.4479 3.0354 0.4548
H -0.2290 1.8503 1.2904
H 0.7954 -1.0629 -2.2846
H 2.3450 -0.0946 -2.4288
H 1.7246 -2.7205 -0.8172
H 3.1153 -1.5735 -0.2829
H 3.2046 -2.3511 -1.8547
```

Its SMILES is CCCSSCC. As for the frontier orbital gap: 8.48 eV. As for the lowest unoccupied orbital energy: 0.7 eV.

Atom charges from the natural (NBO) analysis, given in e for atoms 1 to 6: -0.445, -0.611, -0.566, 0.106, 0.047, -0.518

(B)
Computed, not measured: a 2-piece molecular cluster, C5H12S2 overall, with the ωB97M-V functional and the def2-TZVPD basis.

```
19
C5H12S2 (the ωB97M-V functional and the def2-TZVPD basis)
C -0.9715 -1.2033 -1.2593
C -1.1595 -1.6888 0.1814
C 0.3349 -0.4721 -1.6170
S 1.8324 -0.8270 -0.7872
S -1.1902 1.8434 0.2332
C 0.4973 2.0246 0.7246
C 1.1268 0.9595 1.6496
H -1.0355 -2.1177 -1.8451
H -1.7969 -0.5204 -1.5793
H -2.0879 -2.2513 0.3226
H -0.3246 -2.2305 0.6222
H -1.2083 -0.8119 0.8699
H 0.2648 -0.5711 -2.7089
H 0.0870 0.6120 -1.3412
H 0.5729 3.0928 1.1615
H 1.1808 2.1297 -0.1508
H 2.2028 1.0022 1.4790
H 0.8706 1.0529 2.7195
H 0.8040 -0.0230 1.3253
```

As for the frontier orbital gap: 4.65 eV. As for the lowest unoccupied orbital energy: -3.7 eV.

Atom charges from the natural (NBO) analysis, given in e for atoms 1 to 6: -0.405, -0.636, -0.624, 0.115, 0.078, -0.625

Which of them is most stable? Easy: (A).

(A)
Computed, not measured: C6H12S as an isolated structure, with the ωB97M-V functional and the def2-TZVPD basis.

```
19
C6H12S (the ωB97M-V functional and the def2-TZVPD basis)
C 0.9162 -1.2778 0.7680
C 0.7693 -0.1768 0.0622
C -0.1311 -1.9838 1.5690
C 1.8880 0.4308 -0.6752
C -1.3097 0.8633 -1.4573
C -1.0197 0.5596 -0.0220
S -0.9705 2.0283 0.9849
H 2.0449 -1.5106 1.0202
H -0.9470 -2.3332 1.0572
H 0.2436 -2.7819 2.2138
H -0.4385 -1.2401 2.1985
H 2.8007 0.6847 -0.1265
H 1.5586 1.3358 -1.1861
H 2.2900 -0.1377 -1.4829
H -0.5761 1.5582 -1.8116
H -1.2625 0.0627 -2.2634
H -2.3736 1.2339 -1.5637
H -1.7484 -0.1331 0.4681
H -1.7342 2.8177 0.2468
```

As for the frontier orbital gap: 9.75 eV. As for the lowest unoccupied orbital energy: 0.9 eV.

Atom charges from the natural (NBO) analysis, given in e for atoms 1 to 6: -0.213, 0.056, -0.645, -0.684, -0.652, -0.347

(B)
Computed, not measured: an isolated molecule of C6H12S, with the ωB97M-V functional and the def2-TZVPD basis.

```
19
C6H12S (the ωB97M-V functional and the def2-TZVPD basis)
C -0.1002 -1.4438 0.3523
C -2.5561 -0.4096 -1.0246
C 1.3102 -0.9689 0.6030
C 1.9142 -0.1023 -0.5481
C 1.1374 1.0826 -0.7394
C -1.2947 0.8638 1.1524
S -1.0161 -0.1696 -0.3407
H 0.0192 -2.5277 -0.1510
H -3.1068 0.4828 -0.7691
H -2.4339 -0.8823 -2.0217
H 1.2430 -0.2162 1.3991
H 1.8724 -1.7911 1.0005
H 3.0114 -0.2114 -0.3748
H 1.7293 -0.7499 -1.3836
H 1.0252 1.8096 0.1032
H 0.8787 1.3246 -1.6932
H -2.1220 0.5725 1.6637
H -0.4071 0.5075 1.7350
H -1.2436 1.9366 0.9665
```

As for the frontier orbital gap (spin up / spin down): 7.21 / 7.16 eV. As for the lowest unoccupied orbital energy (spin up / spin down): 0.0 / -0.2 eV.

Atom charges from the natural (NBO) analysis, given in e for atoms 1 to 6: -0.679, -0.925, -0.421, -0.497, -0.424, -0.739

Which of them is most stable? Easy: (A).

(A)
Computed, not measured: a 3-piece molecular cluster, C4H5BrO overall, with the ωB97M-V functional and the def2-TZVPD basis.

```
11
C4H5BrO (the ωB97M-V functional and the def2-TZVPD basis)
C 0.0311 -1.5763 -2.3568
C 0.2489 -1.6582 -1.1992
C -1.0316 2.0908 -0.1766
C 0.6459 -1.7398 0.1786
O -0.4190 2.9219 -0.6254
Br -0.0397 3.2717 2.7652
H -0.3930 -1.7350 -3.2802
H -1.3342 3.7560 2.8552
H 1.7767 -1.8962 0.3903
H 0.1326 -2.5728 0.6426
H 0.3822 -0.8621 0.8062
```

As for the frontier orbital gap: 10.81 eV. As for the lowest unoccupied orbital energy: 0.7 eV.

Atom charges from the natural (NBO) analysis, given in e for atoms 1 to 6: -0.249, 0.006, 0.497, -0.701, -0.501, -0.191

(B)
Computed, not measured: a 2-piece molecular cluster, C4H5BrO overall, with the ωB97M-V functional and the def2-TZVPD basis.

```
11
C4H5BrO (the ωB97M-V functional and the def2-TZVPD basis)
C -1.5460 1.5340 0.6675
C -0.7298 2.5456 0.7251
C 2.7462 -1.6167 1.4100
C 1.9679 -0.7803 0.7775
O -2.2951 0.6513 0.5283
Br 2.8998 0.6603 -0.2093
H 0.2572 2.5887 1.1549
H -1.2137 3.5144 0.2928
H 2.4059 -2.4804 1.9699
H 3.8248 -1.6957 1.6314
H 0.9818 -0.7168 0.7939
```

Its SMILES is C=C=O.C=CBr. As for the frontier orbital gap: 10.14 eV. As for the lowest unoccupied orbital energy: 0.7 eV.

Atom charges from the natural (NBO) analysis, given in e for atoms 1 to 6: 0.708, -0.794, -0.408, -0.192, -0.463, -0.029

Which of them is most stable? Easy: (A).

(A)
Computed, not measured: an isolated molecule of C4H6F2O2, with the ωB97M-V functional and the def2-TZVPD basis.

```
14
C4H6F2O2 (the ωB97M-V functional and the def2-TZVPD basis)
C -1.9809 -0.3698 0.1483
C -0.7974 0.4043 -0.4105
C 0.6125 0.2631 0.0954
C 1.4076 -0.5932 -0.5118
H -0.9105 -2.1282 0.4949
H -2.0884 0.1888 1.1831
H -2.7923 -0.1229 -0.5036
H -0.5137 -0.0005 -1.4603
H 0.0012 2.2867 -0.6430
H 1.0857 -1.1340 -1.4805
O -1.9133 -1.7065 0.2778
O -1.0669 1.7884 -0.6124
F 0.9752 0.9674 1.2520
F 2.7590 -0.7420 -0.2344
```

Its SMILES is OC[C@@H](O)/C(F)=C/F. As for the frontier orbital gap: 10.33 eV. As for the lowest unoccupied orbital energy: 0.3 eV.

Atom charges from the natural (NBO) analysis, given in e for atoms 1 to 6: -0.058, 0.030, 0.262, 0.145, 0.480, 0.146

(B)
Computed, not measured: an isolated molecule of C4H6F2O2, with the ωB97M-V functional and the def2-TZVPD basis.

```
14
C4H6F2O2 (the ωB97M-V functional and the def2-TZVPD basis)
C -0.2721 0.0012 1.5502
C -0.7434 -0.1237 0.0981
C 0.2222 0.2946 -0.8646
C 0.9255 -0.4511 -1.6860
H 1.7617 0.0235 1.2760
H -0.4429 1.1191 1.6746
H -0.8235 -0.6378 2.2858
H -0.9303 -1.2433 -0.1628
H -2.2024 0.5436 -0.9557
H 0.9981 -1.5266 -1.8150
O 1.0813 -0.4611 1.7456
O -1.9726 0.5677 0.0687
F 0.5241 1.6613 -0.8647
F 1.8744 0.2325 -2.3503
```

Its SMILES is OC[C@@H](O)/C(F)=C/F. As for the frontier orbital gap: 10.71 eV. As for the lowest unoccupied orbital energy: 0.6 eV.

Atom charges from the natural (NBO) analysis, given in e for atoms 1 to 6: -0.075, -0.005, 0.263, 0.172, 0.475, 0.185

Which of them is most stable? Easy: (B).

(A)
Computed, not measured: a 2-piece molecular cluster, C3H12N5 overall, with the ωB97M-V functional and the def2-TZVPD basis.

```
20
C3H12N5 (the ωB97M-V functional and the def2-TZVPD basis)
C 1.8995 2.9721 -0.1823
N 0.7087 2.1940 0.1597
C 0.5697 1.6456 1.3881
N -0.2409 0.6871 1.6561
H 1.9418 3.0823 -1.2588
H 1.8459 3.9624 0.2667
H 2.8246 2.5032 0.1439
H 0.3182 1.6466 -0.5968
H 1.2168 2.1108 2.1395
H -0.2605 0.5621 2.6618
N -1.7764 -1.2055 -1.2703
C -1.0789 -2.1427 -0.6236
N -0.4125 -1.8279 0.4649
N -1.1039 -3.4065 -1.0811
H -2.4547 -1.4796 -1.9607
H -1.9832 -0.3396 -0.7999
H 0.1355 -2.5394 0.9143
H -0.3918 -0.8478 0.8254
H -1.4039 -3.5556 -2.0340
H -0.3539 -4.0214 -0.8127
```

The net charge is +1. As for the frontier orbital gap: 9.83 eV. As for the lowest unoccupied orbital energy: -2.8 eV.

Atom charges from the natural (NBO) analysis, given in e for atoms 1 to 6: -0.420, -0.581, 0.338, -0.820, 0.223, 0.216

(B)
Computed, not measured: a 2-piece molecular cluster, C3H12N5 overall, with the ωB97M-V functional and the def2-TZVPD basis.

```
20
C3H12N5 (the ωB97M-V functional and the def2-TZVPD basis)
C 1.5879 -0.3356 -1.1431
C -0.7620 -1.0380 1.7991
C -0.5128 0.2604 1.1238
N 2.1734 -0.5945 -2.3205
N 0.4677 1.0460 1.5123
N -1.2651 2.0174 -0.2576
N -1.4544 0.7620 0.3312
N 0.5887 -0.9143 -0.6147
H 2.0205 0.4972 -0.5943
H -1.1809 -1.7660 1.1119
H -1.4682 -0.8931 2.6176
H 0.1628 -1.4374 2.2037
H 3.0070 -0.1171 -2.6146
H 1.8696 -1.3718 -2.8852
H 1.1713 0.7262 2.1546
H 0.5398 1.9598 1.0889
H -2.1010 2.5879 -0.1506
H -1.0517 1.9360 -1.2495
H -2.1906 0.1449 0.0005
H 0.2142 -1.6931 -1.1509
```

The net charge is +1. As for the frontier orbital gap: 10.63 eV. As for the lowest unoccupied orbital energy: -2.5 eV.

Atom charges from the natural (NBO) analysis, given in e for atoms 1 to 6: 0.318, -0.670, 0.631, -0.790, -0.751, -0.665

Which of them is most stable? Easy: (A).